1.
Density functional theory data (ωB97M-V/def2-TZVPD) for an isolated ion of composition C5H8N2 and charge +2.

Structure (XYZ):
```
15
Properties=species:S:1:pos:R:3:mulliken_spin:R:1
C 0.01012 0.28907 0.08532 0.732
C -0.50379 -0.67531 -0.68959 0.036
C -1.91870 -0.91123 -0.80927 0.024
C 1.81306 1.84634 1.36360 -0.100
C -2.36002 -2.16499 -1.24284 0.001
N 1.57364 0.82233 0.55081 0.850
N 3.05882 2.29550 1.47235 0.426
H 0.41346 -1.16989 -1.17743 0.060
H -2.50971 -0.12546 -0.40598 -0.007
H 0.98302 2.19310 2.10163 0.001
H -2.97525 -2.10200 -2.16726 0.003
H -3.10296 -2.68428 -0.57464 0.002
H -1.58664 -2.82907 -1.35535 0.001
H 3.23433 3.17593 1.97741 -0.015
H 3.87062 2.03996 0.87122 -0.015
```

Values from the calculation:
F_max   4.50 eV Å⁻¹
Charge   +2
Kohn-Sham gap (alpha / beta)   7.778 / 7.663 eV
Spin multiplicity   3
Energy above the lowest of the compared OMol25 structures with the same formula, charge and spin   51.7 kcal per mole
M   96.13 Da
HOMO (alpha / beta)   -18.61 / -20.35 eV

2.
Density functional theory data (ωB97M-V/def2-TZVPD) for C5H7NO as an isolated structure.

Structure (XYZ):
```
14
Properties=species:S:1:pos:R:3:nbo_charge:R:1
O -1.24539 0.20046 1.82707 -0.697
C -0.15705 -0.41946 1.19854 0.075
C -0.27518 -1.17191 -0.06084 -0.191
C 0.08273 -0.13184 -1.35254 -0.105
C 0.20798 1.22010 -0.71737 -0.444
C 0.87301 0.41045 0.45965 -0.078
N 1.07998 -0.76823 -0.50673 -0.362
H -2.00210 0.16213 1.21469 0.477
H 0.34858 -1.62328 1.27716 0.243
H -0.91879 -2.04897 -0.15928 0.228
H -0.05510 -0.39934 -2.40798 0.216
H -0.69227 1.84443 -0.62190 0.213
H 1.02242 1.85220 -1.09328 0.217
H 1.73120 0.87326 0.94283 0.209
```

Values from the calculation:
F_max   5.24 eV Å⁻¹
Charge   0
Kohn-Sham gap   9.360 eV
Energy above the lowest of the compared OMol25 structures with the same formula, charge and spin   132.9 kcal per mole
M   97.12 Da
HOMO   -8.55 eV

3.
Density functional theory data (ωB97M-V/def2-TZVPD) for C30H21CrN6O2 as an isolated structure.

Structure (XYZ):
```
60
Properties=species:S:1:pos:R:3:mulliken_spin:R:1
Cr 0.32052 -0.30349 -0.66763 1.081
O 1.57752 -1.18919 -1.78283 0.007
C 2.86222 -1.11559 -1.80403 -0.017
C 3.56982 -1.75589 -2.84733 0.014
C 4.93772 -1.71469 -2.92783 -0.007
C 5.67692 -1.01169 -1.97433 0.008
C 5.02622 -0.36799 -0.94993 -0.007
C 3.62452 -0.40259 -0.81373 0.014
C 3.02412 0.26081 0.29387 -0.020
N 1.73682 0.37671 0.46797 -0.008
N 1.30542 0.97441 1.60247 -0.008
C 0.00132 1.12291 1.58607 0.006
O -0.68638 0.75081 0.56817 -0.010
C -0.76338 1.65501 2.72427 -0.003
C -2.07538 2.06231 2.47477 0.004
C -2.90498 2.43381 3.51177 -0.001
C -2.43838 2.39481 4.81617 0.002
C -1.12938 2.01371 5.06927 -0.001
C -0.28858 1.65001 4.03247 0.002
H 2.98492 -2.27939 -3.58873 0.001
H 5.44932 -2.21579 -3.73703 -0.001
H 6.75342 -0.97299 -2.04953 0.001
H 5.59392 0.20021 -0.22613 0.000
H 3.67292 0.69711 1.05107 -0.001
H -2.43218 2.07811 1.45487 0.000
H -3.91748 2.74551 3.30027 0.000
H -3.09428 2.66181 5.63207 0.000
H -0.76488 1.99211 6.08547 0.000
H 0.72862 1.34691 4.22257 0.000
C 0.63072 -3.40589 2.28537 0.000
C -0.71758 -3.56839 2.61817 0.002
C -1.67428 -2.93469 1.86637 -0.002
C -1.28738 -2.10689 0.79257 -0.013
N 0.03532 -1.90489 0.53497 -0.015
C 0.94682 -2.55999 1.24637 0.003
C -2.20188 -1.43629 -0.06483 0.018
C -3.55118 -1.23369 0.11267 -0.003
C -4.26108 -0.33899 -0.68613 -0.001
C -3.56608 0.51061 -1.54463 0.000
C -2.21228 0.35971 -1.75483 0.018
N -1.59058 -0.85119 -1.24773 -0.031
C -1.29968 1.25781 -2.37463 0.002
C -1.68738 2.26241 -3.28523 -0.005
C -0.73108 3.05141 -3.87223 0.002
C 0.61462 2.84961 -3.54643 -0.001
C 0.92792 1.87041 -2.63273 0.000
N 0.01622 1.09241 -2.05393 -0.035
H 1.40852 -3.91589 2.83107 0.000
H -0.99918 -4.19019 3.45457 0.000
H -2.72128 -3.06049 2.08477 0.000
H 1.97602 -2.38599 0.95527 0.001
H -4.04248 -1.69329 0.95447 0.000
H -5.31848 -0.20469 -0.53433 0.000
H -4.06608 1.37251 -1.95883 0.000
H -2.73218 2.38511 -3.52363 0.000
H -1.01018 3.81631 -4.57943 0.000
H 1.39072 3.44951 -3.98973 0.000
H 1.95202 1.68701 -2.33133 -0.002
N -1.22088 -2.51379 -3.06153 0.005
C -1.35878 -1.74729 -2.21923 0.003
```

Values from the calculation:
F_max   2.15 eV Å⁻¹
Charge   0
Kohn-Sham gap (alpha / beta)   5.671 / 6.038 eV
Spin multiplicity   2
Energy above the lowest of the compared OMol25 structures with the same formula, charge and spin   0.0 kcal per mole
M   549.53 Da
HOMO (alpha / beta)   -6.46 / -6.47 eV

4.
Density functional theory data (ωB97M-V/def2-TZVPD) for C26H24CuN9 as an isolated structure.

Structure (XYZ):
```
60
Properties=species:S:1:pos:R:3:mulliken_spin:R:1
Cu -0.08172 -0.02835 0.12374 0.254
C -0.01234 4.87695 -4.43764 0.000
C -0.44398 3.85778 -3.41968 -0.002
C -1.42151 2.91036 -3.71063 -0.002
C -1.78928 1.97338 -2.77025 0.034
C -1.20427 1.93165 -1.49832 -0.053
N -1.61609 0.91590 -0.61374 0.415
C -2.88792 0.95038 -0.14060 0.027
C -3.71605 2.08821 -0.33465 0.127
C -5.05253 2.08494 -0.03120 -0.057
C -5.65418 0.95840 0.53485 0.129
C -7.12039 0.93350 0.85010 -0.007
C -4.83854 -0.11870 0.85258 -0.067
C -3.48424 -0.14484 0.55251 0.106
N -2.73037 -1.25362 1.01065 0.002
C -3.22357 -2.44960 1.42300 -0.008
C -2.20522 -3.12790 2.04246 0.012
C -1.10614 -2.26317 1.96214 0.006
N -1.42558 -1.14570 1.32977 0.007
C -0.20994 2.87701 -1.20642 0.044
C 0.14682 3.81956 -2.16858 0.001
N 0.43190 2.91528 0.06286 0.007
C 1.16510 3.92970 0.58693 -0.002
C 1.60814 3.52300 1.82136 0.003
C 1.09122 2.22997 1.97612 0.000
N 0.37945 1.88094 0.91655 0.012
H -0.75685 4.97732 -5.22520 0.000
H 0.92839 4.57760 -4.90438 0.000
H 0.14232 5.85174 -3.97566 0.000
H -1.89736 2.90488 -4.68353 0.001
H -2.54909 1.23577 -2.99347 -0.001
H -3.27397 2.97667 -0.76141 -0.005
H -5.65025 2.96692 -0.22571 0.000
H -7.65499 1.68252 0.26903 0.001
H -7.29448 1.14389 1.90788 0.012
H -7.54950 -0.04448 0.63301 0.005
H -5.27929 -0.94607 1.39237 -0.001
H -4.23944 -2.75193 1.24465 -0.001
H -2.26057 -4.10320 2.49334 0.001
H -0.10114 -2.40088 2.32630 0.001
H 0.91601 4.54761 -1.94695 -0.001
H 1.31296 4.86527 0.07911 -0.001
H 2.20394 4.08773 2.51682 0.001
H 1.19277 1.55530 2.81012 0.000
N 4.07552 -1.01982 -0.15863 0.000
C 4.44424 0.29939 -0.21940 0.000
C 3.28195 1.00164 -0.34622 0.000
N 2.21850 0.14375 -0.36518 0.003
C 2.72243 -1.06569 -0.25456 -0.001
C 1.86989 -2.22452 -0.35262 0.000
N 0.58766 -2.09736 -0.62034 -0.003
C 0.09808 -3.36666 -0.75632 0.000
C 1.09746 -4.27324 -0.56237 0.001
N 2.22401 -3.53411 -0.30399 0.000
H 4.71395 -1.79182 -0.08489 0.000
H 5.47030 0.61702 -0.16001 0.000
H 3.15688 2.06656 -0.43995 0.000
H -0.93344 -3.55530 -1.00031 0.000
H 1.10887 -5.34886 -0.58251 0.000
H 3.12227 -3.91899 -0.07094 0.000
```

Values from the calculation:
F_max   0.60 eV Å⁻¹
Charge   +1
Kohn-Sham gap (alpha / beta)   8.025 / 5.902 eV
Spin multiplicity   2
M   526.09 Da
HOMO (alpha / beta)   -10.00 / -9.72 eV

5.
Density functional theory data (ωB97M-V/def2-TZVPD) for a 2-piece molecular cluster, C21H28Br2N2O3 overall.

Structure (XYZ):
```
56
Properties=species:S:1:pos:R:3:nbo_charge:R:1
C -5.16246 5.73524 0.52618 -0.187
C -4.36321 4.91602 0.17666 -0.049
C -3.57773 3.76724 -0.29589 -0.290
N -3.88115 2.60328 0.54081 -0.304
C -5.19496 2.25327 0.67021 0.042
C -5.59552 1.22103 1.44943 -0.204
C -4.62973 0.47056 2.15059 -0.141
C -5.09493 -0.63572 3.01966 0.753
O -6.00323 -1.35779 2.71310 -0.529
O -4.44229 -0.78488 4.20222 -0.672
C -3.30324 0.80885 1.99171 -0.177
C -2.93177 1.86251 1.18850 0.185
C -1.51276 2.18031 1.07055 -0.203
Br -0.66519 2.72046 2.71451 0.069
C -0.77041 2.09060 -0.03183 0.008
C 0.69000 2.38617 -0.09755 -0.690
Br -1.58700 1.47667 -1.63470 0.082
H -5.86777 6.29884 1.08426 0.244
H -2.52653 4.02135 -0.26444 0.268
H -3.89457 3.56513 -1.31702 0.250
H -5.94033 2.81626 0.13503 0.235
H -6.64814 1.00498 1.53213 0.251
H -4.19020 0.08477 4.53639 0.489
H -2.56622 0.23335 2.53147 0.256
H 1.23147 1.72373 0.58020 0.290
H 0.88993 3.41395 0.20223 0.225
H 1.03408 2.18863 -1.10592 0.250
C 4.86051 -0.71890 -0.26986 -0.605
C 3.68115 -0.89103 -1.24498 0.099
C 4.02654 -1.98434 -2.26475 -0.407
C 4.03828 -3.41222 -1.71092 -0.409
C 3.08630 -3.60337 -0.52134 -0.397
C 1.93987 -2.58618 -0.44806 0.100
N 2.51105 -1.24271 -0.41626 -0.085
O 1.59727 -0.28804 -0.31470 -0.641
C 1.21828 -2.83221 0.87779 -0.597
C 0.94569 -2.82535 -1.59102 -0.631
C 3.52761 0.40907 -2.02226 -0.600
H 4.64884 0.07569 0.44721 0.214
H 5.78031 -0.45478 -0.80182 0.192
H 5.05395 -1.63254 0.29409 0.205
H 3.31032 -1.93840 -3.08928 0.201
H 4.99719 -1.76503 -2.71672 0.209
H 3.77196 -4.10193 -2.51506 0.203
H 5.05032 -3.68891 -1.40755 0.203
H 2.68324 -4.61808 -0.53947 0.207
H 3.66600 -3.53882 0.40394 0.203
H 1.87557 -2.61396 1.72089 0.211
H 0.90764 -3.87692 0.95411 0.196
H 0.32726 -2.21151 0.97032 0.220
H 0.55188 -3.84322 -1.53689 0.202
H 1.39610 -2.70110 -2.57673 0.202
H 0.09914 -2.14095 -1.52151 0.224
H 4.44875 0.61803 -2.56977 0.200
H 3.33979 1.25633 -1.36402 0.218
H 2.71306 0.34802 -2.74619 0.212
```

Values from the calculation:
F_max   0.99 eV Å⁻¹
Charge   0
Kohn-Sham gap   2.212 eV
M   516.27 Da
HOMO   -4.42 eV